19
Properties=species:S:1:pos:R:3 method="wB97M-V/def2-TZVPD" total_charge=+1
N -0.589 1.823 2.150
C 0.360 1.113 1.482
C 0.148 0.738 0.202
N -1.088 0.935 -0.505
C 1.198 -0.134 -0.427
C 0.732 -1.583 -0.612
N -0.621 -1.844 -1.360
H -0.084 2.469 2.887
H -1.370 2.400 1.682
H 1.219 0.761 2.037
H -0.877 1.522 -1.282
H -1.828 1.380 0.067
H 2.074 0.060 0.240
H 1.492 0.145 -1.353
H 0.656 -1.991 0.444
H 1.503 -2.140 -1.104
H -0.467 -1.633 -2.350
H -1.010 -2.746 -1.226
H -1.449 -1.275 -0.970

***

19
Properties=species:S:1:pos:R:3 method="wB97M-V/def2-TZVPD" smiles="NCC[C@H](N)C=[NH2+]" total_charge=+1
N -2.687 -0.032 -0.368
C -1.820 0.631 0.590
C -0.390 0.829 0.048
C 0.392 -0.504 -0.202
N 0.494 -1.186 1.109
C 1.677 -0.407 -0.885
N 2.952 0.070 -0.200
H -3.245 0.592 -0.934
H -3.241 -0.765 0.009
H -2.264 1.638 0.818
H -1.779 -0.035 1.469
H 0.243 1.354 0.770
H -0.509 1.284 -0.961
H -0.358 -1.104 -0.809
H 0.582 -2.191 0.971
H 1.443 -1.011 1.438
H 1.782 -0.108 -1.932
H 3.879 -0.146 -0.718
H 2.849 1.091 -0.214

***

19
Properties=species:S:1:pos:R:3 method="wB97M-V/def2-TZVPD" total_charge=+1
C 0.283 -2.353 1.002
C -0.444 -1.265 1.718
C -1.684 -0.864 1.470
H 0.295 -3.274 1.603
H -0.169 -2.615 0.051
H 1.333 -2.100 0.870
H 0.107 -0.800 2.532
H -2.138 -0.078 2.058
H -2.291 -1.354 0.721
N 1.586 1.978 -1.734
C 0.477 1.469 -1.189
N 0.347 0.160 -1.035
N -0.477 2.290 -0.754
H 2.358 1.366 -1.943
H 1.735 2.975 -1.714
H -0.469 -0.249 -0.602
H 0.969 -0.441 -1.546
H -1.356 1.905 -0.456
H -0.461 3.249 -1.053

***

19
Properties=species:S:1:pos:R:3 method="wB97M-V/def2-TZVPD" total_charge=+1
N -2.111 -1.722 -1.262
C -1.618 -0.855 -0.301
C -0.582 0.030 -0.360
N -0.506 0.974 -1.565
C 0.170 0.504 0.869
C 1.557 -0.019 0.846
N 2.208 0.402 2.145
H -2.909 -1.468 -1.811
H -1.749 -2.696 -1.209
H -2.251 -0.635 0.565
H -0.569 1.889 -1.185
H 0.340 0.986 -2.124
H -1.245 0.696 -2.283
H -0.169 0.163 1.793
H 0.142 1.597 0.920
H 1.588 -1.089 0.808
H 2.071 0.320 -0.085
H 2.742 1.230 1.933
H 2.892 -0.308 2.307

***

Energy list, top to bottom, in Eh: -323.58892 -323.49302 -323.65407 -323.53081
Energy relative to the best compared isomer or geometry (same formula, charge and spin) list, top to bottom, in kcal/mol: 56.06 116.24 15.18 92.53